Entry 1:
ORCA calculation (the ωB97M-V functional and the def2-TZVPD basis) on C3H8N2OS in the gas phase at a distorted geometry.

Positions of all 15 atoms, in Å:
N 1.367 1.509 -0.942
C 1.399 0.240 -1.446
O 2.171 -0.124 -2.315
N 0.535 -0.673 -0.853
C 0.093 -0.587 0.520
C -1.494 -0.423 0.618
S -2.016 -1.018 2.294
H 1.804 2.322 -1.322
H 0.578 1.789 -0.374
H 0.521 -1.515 -1.395
H 0.552 0.199 1.101
H 0.286 -1.576 0.943
H -1.885 -1.000 -0.207
H -1.644 0.649 0.657
H -2.266 0.209 2.718

Forces on the atoms, in the same order (eV/Å):
-1.2 0.6 1.2
0.6 -0.6 -0.3
-0.3 0.4 -0.2
0.5 2.0 -0.3
-2.1 -1.7 -0.4
2.5 -0.1 1.2
0.0 -0.1 -0.8
0.7 -0.4 -0.7
0.1 -0.3 -0.1
0.0 -0.5 0.4
0.5 0.0 -0.1
0.3 0.3 0.5
-0.7 0.3 0.0
-0.8 0.0 -0.8
-0.2 0.3 0.4

Properties
electronic energy	-19103.8996	eV
HOMO level	-0.3382	hartree
Kohn-Sham gap	0.3583	Eh
lowest unoccupied orbital energy	0.546	eV
F_max	2.8	eV Å⁻¹
multiplicity	1
SMILES	NC(=O)NCCS
energy relative to the best compared isomer or geometry (same formula, charge and spin)	58.1	kJ/mol

Okay, here come the natural (NBO) numbers, in e, for every atom: N -0.85; C 0.78; O -0.65; N -0.66; C -0.23; C -0.51; S -0.05; H 0.41; H 0.37; H 0.41; H 0.21; H 0.20; H 0.22; H 0.21; H 0.12

---

Entry 2:
ORCA calculation (the ωB97M-V functional and the def2-TZVPD basis) on C3H8N2OS in the gas phase at a distorted geometry.

Positions of all 15 atoms, in Å:
N 1.548 0.528 -1.370
C 0.194 0.762 -1.259
O -0.477 1.166 -2.182
C -0.442 0.340 0.060
N 0.322 0.841 1.152
C -0.729 -1.169 0.004
S -0.950 -2.017 1.612
H 2.076 0.701 -0.532
H 1.990 0.981 -2.154
H -1.428 0.801 0.102
H -0.146 0.824 2.051
H 1.175 0.303 1.278
H -1.665 -1.362 -0.519
H 0.066 -1.701 -0.503
H -1.534 -1.000 2.262

Forces on the atoms, in the same order (eV/Å):
0.1 0.3 0.3
-0.3 -0.1 -0.4
0.0 0.0 -0.1
-0.9 -0.1 -0.1
1.2 0.2 0.8
-0.5 -0.6 0.3
0.3 0.2 0.0
0.1 -0.2 0.2
-0.2 0.0 -0.3
0.1 0.3 -0.1
-0.1 -0.1 -0.3
-0.1 0.0 0.1
0.2 0.2 -0.4
0.2 -0.2 0.0
-0.1 -0.1 -0.1

Properties
electronic energy	-19103.9367	eV
HOMO level	-0.3433	hartree
Kohn-Sham gap	0.3681	Eh
lowest unoccupied orbital energy	0.676	eV
F_max	1.4	eV Å⁻¹
multiplicity	1
SMILES	NC(=O)[C@H](N)CS
energy relative to the best compared isomer or geometry (same formula, charge and spin)	54.5	kJ/mol

Okay, here come the natural (NBO) numbers, in e, for every atom: N -0.84; C 0.68; O -0.58; C -0.16; N -0.83; C -0.52; S -0.04; H 0.38; H 0.40; H 0.22; H 0.37; H 0.35; H 0.23; H 0.23; H 0.11

---

Entry 3:
ORCA calculation (the ωB97M-V functional and the def2-TZVPD basis) on C3H8N2OS in the gas phase at a distorted geometry.

Positions of all 15 atoms, in Å:
N 1.559 0.453 -1.979
C 0.306 0.073 -1.406
O -0.596 -0.236 -2.164
C 0.046 0.522 -0.007
N -0.470 1.889 0.095
C -0.907 -0.491 0.751
S 0.044 -1.163 2.106
H 2.402 0.200 -1.461
H 1.730 0.277 -2.977
H 1.067 0.659 0.577
H -1.185 1.951 -0.629
H -0.881 2.239 0.973
H -1.096 -1.392 0.082
H -1.876 -0.113 1.065
H -0.379 -0.339 3.147

Forces on the atoms, in the same order (eV/Å):
0.2 -1.1 0.9
0.6 2.2 -3.3
0.1 -0.5 0.8
1.1 0.6 4.0
-0.7 0.6 -1.9
1.3 -1.2 -1.6
-0.4 -0.1 2.0
-0.5 0.4 0.1
-0.8 -0.1 0.7
-1.9 -1.1 -1.2
-0.1 0.5 0.3
0.6 -1.1 -0.4
0.1 1.1 0.7
0.2 0.3 -0.1
0.4 -0.6 -1.0

Properties
electronic energy	-19103.0362	eV
HOMO level	-0.3276	hartree
Kohn-Sham gap	0.3561	Eh
lowest unoccupied orbital energy	0.774	eV
F_max	4.2	eV Å⁻¹
multiplicity	1
SMILES	NC(=O)[C@@H](N)CS
energy relative to the best compared isomer or geometry (same formula, charge and spin)	141.4	kJ/mol

Okay, here come the natural (NBO) numbers, in e, for every atom: N -0.83; C 0.66; O -0.58; C -0.15; N -0.83; C -0.56; S -0.04; H 0.38; H 0.40; H 0.21; H 0.36; H 0.38; H 0.24; H 0.24; H 0.13

---

Entry 4:
ORCA calculation (the ωB97M-V functional and the def2-TZVPD basis) on C3H8N2OS in the gas phase at a distorted geometry.

Positions of all 15 atoms, in Å:
N 1.037 -2.293 1.530
C 0.601 -0.978 2.089
C -0.163 -0.217 1.089
S 0.892 0.492 -0.310
C -0.151 1.552 -1.236
N -1.269 1.300 -1.817
O -1.853 0.107 -1.474
H 1.809 -2.153 0.917
H 1.392 -2.889 2.195
H -0.162 -1.172 2.845
H 1.415 -0.336 2.421
H -0.622 0.637 1.596
H -0.953 -0.738 0.659
H 0.201 2.604 -1.517
H -2.631 0.118 -2.012

Forces on the atoms, in the same order (eV/Å):
-1.3 2.2 -1.1
0.4 -1.5 -0.5
0.2 2.6 -0.9
0.0 -0.4 0.9
-0.7 1.2 -1.2
0.6 0.9 0.8
0.9 -0.4 0.4
0.5 0.3 -0.8
0.7 -1.5 2.2
0.5 -0.1 0.5
0.1 -0.1 0.6
0.2 0.1 -0.1
-1.2 -1.3 -0.8
-0.1 -1.8 0.5
-0.8 -0.2 -0.5

Properties
electronic energy	-19101.2471	eV
HOMO level	-0.3246	hartree
Kohn-Sham gap	0.3565	Eh
lowest unoccupied orbital energy	0.869	eV
F_max	2.8	eV Å⁻¹
multiplicity	1
SMILES	NCCS/C=N\O
energy relative to the best compared isomer or geometry (same formula, charge and spin)	314.1	kJ/mol

Okay, here come the natural (NBO) numbers, in e, for every atom: N -0.83; C -0.25; C -0.46; S 0.15; C -0.17; N -0.13; O -0.56; H 0.35; H 0.35; H 0.21; H 0.18; H 0.21; H 0.23; H 0.22; H 0.48

---

Entry 5:
ORCA calculation (the ωB97M-V functional and the def2-TZVPD basis) on a 2-piece molecular cluster, C3H8N2OS overall at a distorted geometry.

Positions of all 15 atoms, in Å:
C 1.610 0.861 0.531
C -0.404 0.179 0.029
C -0.853 -2.168 0.221
N 1.403 1.169 -0.920
N 0.253 0.394 -1.193
O 0.385 0.639 1.117
S -2.108 0.912 -0.032
H 2.223 -0.012 0.473
H 2.148 1.718 1.024
H 0.062 -2.281 0.692
H -1.085 -2.409 -0.808
H -1.740 -2.018 0.804
H 1.112 2.222 -0.894
H -0.350 0.657 -1.919
H -2.658 0.137 0.875

Forces on the atoms, in the same order (eV/Å):
2.1 1.4 -1.4
-2.5 -2.4 0.9
-1.3 4.0 -1.1
-0.1 3.6 0.9
0.9 -1.1 2.1
-1.7 -0.7 -1.6
1.0 0.2 -0.2
0.4 -0.9 0.7
-0.6 -1.0 -0.5
1.5 -0.9 0.6
0.6 -0.2 0.0
-0.1 -0.3 0.5
0.4 -2.0 -0.3
-0.4 0.6 -1.2
-0.3 -0.4 0.5

Properties
electronic energy	-19098.7473	eV
HOMO level (spin up / spin down)	-0.2771 / -0.2730	hartree
Kohn-Sham gap (spin up / spin down)	0.2972 / 0.2943	Eh
lowest unoccupied orbital energy (spin up / spin down)	0.546 / 0.578	eV
F_max	4.4	eV Å⁻¹
multiplicity	1
energy relative to the best compared isomer or geometry (same formula, charge and spin)	555.2	kJ/mol

Okay, here come the natural (NBO) numbers, in e, for every atom: C 0.06; C 0.32; C -0.59; N -0.44; N -0.53; O -0.52; S -0.07; H 0.17; H 0.19; H 0.19; H 0.20; H 0.18; H 0.32; H 0.39; H 0.13

---

Entry 6:
ORCA calculation (the ωB97M-V functional and the def2-TZVPD basis) on C3H8N2OS in the gas phase at a distorted geometry.

Positions of all 15 atoms, in Å:
N 0.461 1.166 -1.757
C 0.821 0.689 -0.470
O 1.964 0.467 -0.184
C -0.295 0.900 0.571
N 0.321 1.051 1.889
C -1.306 -0.288 0.577
S -0.887 -1.826 -0.245
H 1.241 1.266 -2.398
H -0.164 0.523 -2.238
H -0.770 1.840 0.296
H 0.243 0.211 2.440
H 1.285 1.317 1.750
H -1.353 -0.532 1.639
H -2.302 0.065 0.355
H -0.520 -1.360 -1.445

Forces on the atoms, in the same order (eV/Å):
-0.2 -0.9 -0.6
0.0 1.6 -0.7
0.3 -0.2 0.2
0.8 -1.1 0.2
-0.7 0.3 -0.4
0.1 1.1 0.8
0.1 -0.3 0.0
0.4 -0.1 0.4
-0.5 0.4 0.2
-0.3 -0.1 -0.1
0.4 -0.1 0.0
0.2 -0.2 0.4
-0.2 -0.4 -0.1
-0.2 0.0 -0.5
-0.1 0.0 0.0

Properties
electronic energy	-19103.4267	eV
HOMO level	-0.3489	hartree
Kohn-Sham gap	0.3725	Eh
lowest unoccupied orbital energy	0.642	eV
F_max	1.7	eV Å⁻¹
multiplicity	1
SMILES	NC(=O)[C@H](N)CS
energy relative to the best compared isomer or geometry (same formula, charge and spin)	103.8	kJ/mol

Okay, here come the natural (NBO) numbers, in e, for every atom: N -0.86; C 0.68; O -0.56; C -0.16; N -0.82; C -0.54; S 0.01; H 0.39; H 0.37; H 0.22; H 0.36; H 0.38; H 0.23; H 0.22; H 0.10

---

Entry 7:
ORCA calculation (the ωB97M-V functional and the def2-TZVPD basis) on C3H8N2OS in the gas phase at a distorted geometry.

Positions of all 15 atoms, in Å:
H 1.556 1.854 0.102
N 0.562 1.879 -0.135
C 0.007 0.726 -0.104
C 0.658 -0.648 -0.041
S 2.506 -0.620 -0.028
N -1.388 0.792 -0.138
O -2.026 -0.166 0.650
C -2.736 -0.955 -0.275
H 0.389 -1.245 -0.911
H 0.302 -1.214 0.847
H 2.627 0.189 1.055
H -1.725 1.711 0.095
H -3.489 -1.524 0.313
H -3.263 -0.305 -0.989
H -2.078 -1.655 -0.825

Forces on the atoms, in the same order (eV/Å):
-0.1 -0.2 -0.9
0.2 -0.7 0.8
0.5 1.5 0.4
0.3 -0.1 0.9
-0.7 0.3 0.3
0.5 -0.4 -0.4
0.0 0.0 -0.4
-1.2 -1.0 0.1
-0.1 0.1 -0.1
0.2 0.5 -0.6
0.0 -0.4 -0.3
0.1 0.2 0.2
0.5 0.2 -0.4
0.1 -0.3 0.2
-0.2 0.3 0.2

Properties
electronic energy	-19101.2997	eV
HOMO level	-0.3380	hartree
Kohn-Sham gap	0.3678	Eh
lowest unoccupied orbital energy	0.812	eV
F_max	1.7	eV Å⁻¹
multiplicity	1
SMILES	[H]/N=C(\CS)NOC
energy relative to the best compared isomer or geometry (same formula, charge and spin)	309.0	kJ/mol

Okay, here come the natural (NBO) numbers, in e, for every atom: H 0.35; N -0.69; C 0.41; C -0.60; S -0.02; N -0.35; O -0.39; C -0.25; H 0.25; H 0.25; H 0.12; H 0.39; H 0.19; H 0.19; H 0.17

---

Entry 8:
ORCA calculation (the ωB97M-V functional and the def2-TZVPD basis) on C3H8N2OS in the gas phase at a distorted geometry.

Positions of all 15 atoms, in Å:
N -0.694 -0.658 2.186
C 0.542 -0.376 1.734
O 1.202 -1.386 1.807
N 0.668 0.738 0.850
C -0.144 0.943 -0.258
C -0.097 -0.221 -1.315
S -0.741 0.193 -3.048
H -0.734 -1.615 2.594
H -1.426 -0.666 1.404
H 1.715 0.663 0.586
H 0.281 1.813 -0.814
H -1.134 1.299 0.044
H -0.565 -1.200 -0.957
H 0.970 -0.621 -1.393
H 0.155 1.095 -3.420

Forces on the atoms, in the same order (eV/Å):
-5.6 0.3 0.1
-2.4 -2.4 -3.2
4.8 0.7 0.2
5.4 -1.4 2.9
-0.8 0.7 -2.9
0.7 -1.4 0.1
-0.3 -0.8 1.5
0.4 1.3 -0.5
1.2 0.7 1.7
-2.3 0.5 0.3
-0.3 -0.4 0.5
-0.1 -0.5 -0.2
-0.2 1.5 -0.6
-1.1 1.1 -0.1
0.5 0.2 0.2

Properties
electronic energy	-19102.4095	eV
HOMO level	-0.3438	hartree
Kohn-Sham gap	0.3667	Eh
lowest unoccupied orbital energy	0.623	eV
F_max	6.3	eV Å⁻¹
multiplicity	1
SMILES	NC(=O)NCCS
energy relative to the best compared isomer or geometry (same formula, charge and spin)	201.9	kJ/mol

Okay, here come the natural (NBO) numbers, in e, for every atom: N -0.85; C 0.78; O -0.61; N -0.65; C -0.24; C -0.54; S -0.05; H 0.40; H 0.37; H 0.39; H 0.21; H 0.21; H 0.23; H 0.23; H 0.12

---

Entry 9:
ORCA calculation (the ωB97M-V functional and the def2-TZVPD basis) on C3H8N2OS in the gas phase at a distorted geometry.

Positions of all 15 atoms, in Å:
N 0.324 -1.712 0.733
C -0.098 -1.692 -0.586
O -0.597 -2.666 -1.107
N 0.123 -0.525 -1.302
C 0.389 0.756 -0.655
C -0.604 1.168 0.430
S -0.445 2.728 1.305
H 0.478 -2.671 1.003
H 1.115 -1.097 0.873
H -0.525 -0.475 -2.073
H 0.324 1.489 -1.453
H 1.424 0.701 -0.304
H -0.885 0.355 1.092
H -1.545 1.306 -0.104
H 0.521 2.336 2.149

Forces on the atoms, in the same order (eV/Å):
0.3 0.3 -0.5
0.2 -0.2 -0.4
-0.3 -0.1 -0.1
-0.8 0.1 0.6
0.6 -0.1 0.1
-1.4 -0.5 -0.6
0.5 -0.1 0.0
0.1 0.0 0.2
0.0 -0.2 0.4
0.1 -0.1 -0.2
0.4 0.2 0.0
0.0 0.4 0.1
0.5 0.0 0.3
-0.2 0.2 -0.1
0.0 0.1 0.0

Properties
electronic energy	-19104.2521	eV
HOMO level	-0.3457	hartree
Kohn-Sham gap	0.3703	Eh
lowest unoccupied orbital energy	0.668	eV
F_max	1.6	eV Å⁻¹
multiplicity	1
SMILES	NC(=O)NCCS
energy relative to the best compared isomer or geometry (same formula, charge and spin)	24.1	kJ/mol

Okay, here come the natural (NBO) numbers, in e, for every atom: N -0.85; C 0.77; O -0.64; N -0.63; C -0.23; C -0.57; S -0.01; H 0.40; H 0.37; H 0.40; H 0.22; H 0.19; H 0.24; H 0.22; H 0.11

---

Entry 10:
ORCA calculation (the ωB97M-V functional and the def2-TZVPD basis) on C3H8N2OS in the gas phase at a distorted geometry.

Positions of all 15 atoms, in Å:
N -2.059 -0.477 1.020
C -1.118 0.225 0.275
O -1.175 1.436 0.299
C -0.137 -0.527 -0.603
N -0.707 -1.067 -1.866
C 1.163 0.145 -0.792
S 2.042 0.325 0.809
H -2.067 -1.478 0.969
H -2.919 -0.048 1.301
H 0.078 -1.456 -0.069
H -1.518 -1.630 -1.614
H -1.168 -0.356 -2.437
H 1.110 1.196 -1.102
H 1.777 -0.364 -1.545
H 1.897 -0.985 1.154

Forces on the atoms, in the same order (eV/Å):
1.2 -0.9 -0.8
-1.6 1.2 0.5
0.4 0.2 -0.4
-0.9 -2.0 0.1
-0.9 0.6 0.1
1.4 1.3 0.0
-0.2 -0.8 -0.2
0.0 -0.2 0.0
0.1 0.5 0.0
0.2 -0.1 0.2
0.3 -0.3 0.1
0.6 0.3 0.1
-0.5 -0.2 -0.1
-0.2 -0.1 0.4
0.2 0.5 0.0

Properties
electronic energy	-19103.8390	eV
HOMO level	-0.3362	hartree
Kohn-Sham gap	0.3593	Eh
lowest unoccupied orbital energy	0.630	eV
F_max	2.2	eV Å⁻¹
multiplicity	1
SMILES	NC(=O)[C@@H](N)CS
energy relative to the best compared isomer or geometry (same formula, charge and spin)	64.0	kJ/mol

Okay, here come the natural (NBO) numbers, in e, for every atom: N -0.83; C 0.66; O -0.60; C -0.17; N -0.80; C -0.51; S -0.02; H 0.38; H 0.41; H 0.19; H 0.35; H 0.36; H 0.24; H 0.23; H 0.11